A structure of composition C47H50F2GeN8O5PS2Ti at a distorted geometry, computed with ωB97M-V/def2-TZVPD.

Each line ends with the Löwdin charge.
Positions of all 117 atoms, in Å:
Ti 0.28100 0.18958 0.09638  1.076
F 4.29314 1.28573 -3.45280  0.098
C 3.89563 0.64779 -2.34699  -0.240
C 2.64568 0.92767 -1.81362  -0.041
C 2.22612 0.31772 -0.63741  -0.173
C 3.11058 -0.59080 -0.00917  -0.113
C 4.33642 -0.89185 -0.61438  -0.189
F 5.15582 -1.81677 -0.08019  0.082
C 4.74988 -0.27996 -1.77799  0.098
C 2.66265 -1.14657 1.26793  -0.183
C 3.47165 -1.83149 2.18609  0.031
C 2.92012 -2.32199 3.35252  -0.014
C 1.56326 -2.13556 3.58751  -0.021
C 0.83425 -1.40465 2.66912  -0.107
N 1.36912 -0.90415 1.55723  -0.008
H 2.02706 1.65736 -2.32025  0.075
H 5.69786 -0.52714 -2.22527  0.140
H 4.52044 -1.98458 1.99876  0.117
H 3.53694 -2.84541 4.06781  0.121
H 1.09171 -2.52835 4.47187  0.118
H -0.22309 -1.20319 2.82641  0.125
C -2.88368 3.73876 -3.63100  -0.178
N -1.86320 2.83828 -4.13022  -0.149
C -2.48858 1.66186 -4.70397  -0.176
N -3.38157 0.99459 -3.76990  -0.142
C -4.37378 1.93927 -3.29670  -0.189
N -3.78626 3.11306 -2.67136  -0.144
C -3.11495 2.79060 -1.43252  -0.286
P -1.64539 1.59982 -1.62505  1.060
C -0.90163 2.49971 -3.10899  -0.325
C -2.66146 0.39297 -2.67370  -0.287
H -3.48552 4.08041 -4.47850  0.133
H -2.40297 4.59819 -3.15678  0.116
H -1.71219 0.95877 -5.01601  0.134
H -3.07009 1.96712 -5.57942  0.132
H -5.03520 1.44088 -2.58071  0.126
H -4.97088 2.27110 -4.15047  0.131
H -3.84833 2.33662 -0.75350  0.083
H -2.77475 3.72783 -0.98615  0.061
H -0.13241 1.84741 -3.54058  0.093
H -0.42637 3.42744 -2.77356  0.037
H -3.40282 -0.08495 -2.02551  0.078
H -1.99870 -0.38516 -3.06165  0.079
C 3.40815 3.16610 4.02284  -0.065
C 3.59702 2.79275 2.68434  -0.050
C 2.58009 2.22660 1.96489  -0.066
C 1.30340 1.99703 2.53325  -0.187
C 0.21693 1.40932 1.78400  -0.244
C -0.97853 1.27103 2.48365  -0.162
C -1.14997 1.63006 3.83414  -0.094
C -0.11159 2.17158 4.53237  -0.027
C 1.12977 2.38039 3.89730  -0.164
C 2.19775 2.95731 4.61719  -0.030
H 4.21491 3.62746 4.56972  0.108
H 4.55637 2.96453 2.22072  0.111
H 2.73790 1.96912 0.92635  0.060
H -1.84627 0.85362 1.98282  0.070
H -2.10586 1.45987 4.31030  0.108
H -0.22241 2.44603 5.57055  0.117
H 2.02813 3.23276 5.64986  0.115
Ge 0.05506 -3.93455 0.35375  1.048
C -0.80272 -4.16816 2.13593  -0.295
C -0.24966 -5.07523 3.03199  -0.120
C -0.85169 -5.32895 4.25096  -0.078
C -2.02379 -4.67583 4.59273  -0.076
C -2.58078 -3.76100 3.71582  -0.075
C -1.97860 -3.51618 2.49338  -0.117
C -0.77689 -5.05209 -1.04287  -0.299
C -0.07148 -5.54088 -2.13300  -0.099
C -0.72939 -6.28966 -3.09435  -0.063
C -2.08556 -6.54603 -2.97107  -0.068
C -2.79110 -6.06281 -1.88214  -0.074
C -2.13558 -5.32192 -0.91597  -0.116
H 1.58722 -3.89879 0.48772  0.041
H 0.65871 -5.58923 2.75440  0.102
H -0.40989 -6.03671 4.93581  0.108
H -2.50324 -4.88593 5.53656  0.107
H -3.48887 -3.24509 3.99177  0.103
H -2.42142 -2.80888 1.80364  0.076
H 0.97945 -5.31288 -2.23740  0.106
H -0.18872 -6.67512 -3.94635  0.110
H -2.59288 -7.13402 -3.72081  0.108
H -3.84931 -6.26318 -1.78637  0.106
H -2.67696 -4.93906 -0.05722  0.095
C -2.55686 4.61371 2.79414  0.006
C -1.94104 4.96144 1.48535  -0.260
C -2.32035 6.03727 0.72543  0.034
C -1.66129 6.24647 -0.51076  -0.311
N -0.70268 5.45211 -0.91910  0.111
C -0.30161 4.42374 -0.16986  -0.783
S 0.96034 3.43639 -0.60533  0.792
N -0.94938 4.17066 1.02686  0.136
C -2.04055 7.36722 -1.40839  -0.007
H -3.37045 5.29366 3.02834  0.091
H -1.80932 4.66875 3.58460  0.096
H -2.93325 3.59277 2.77549  0.078
H -3.10182 6.70139 1.05127  0.120
H -0.63888 3.33760 1.53521  0.098
H -2.65330 8.10123 -0.89682  0.083
H -2.59617 6.97791 -2.25967  0.086
H -1.14386 7.83566 -1.80318  0.095
C -5.70123 -0.61698 1.16214  -0.065
N -4.34089 -0.16281 0.96680  0.036
C -3.34374 -0.78252 0.28840  -0.608
N -3.57908 -1.97883 -0.28510  0.215
O -2.22207 -0.23841 0.24574  -0.155
H -6.18594 0.04255 1.87890  0.092
H -5.71467 -1.63062 1.56548  0.087
H -6.27447 -0.58859 0.23126  0.089
H -4.09989 0.74709 1.32849  0.131
H -4.51886 -2.29726 -0.45466  0.116
H -2.86596 -2.27405 -0.96201  0.067
O -0.05045 -0.49277 -1.65511  -0.453
S -0.26006 -1.94356 -1.46495  0.336
O -1.49027 -2.39620 -2.04082  -0.251
O -0.40465 -2.10809 0.09231  -0.448
O 0.92019 -2.68508 -1.79698  -0.265

Results
Calculated total energy (eV): -187730.979
Energy above the lowest of the compared OMol25 structures with the same formula, charge and spin (kJ/mol): 270.9
Kohn-Sham gap (eV): 6.40
Lowest unoccupied orbital energy (eV): -3.5
Net charge: +1

***

A structure of composition C47H50Ge2N4O7PSTi, computed with ωB97M-V/def2-TZVPD.

Each line ends with the Löwdin charge.
Positions of all 113 atoms, in Å:
Ti -0.88588 0.41382 0.15714  0.859
O -1.56793 -0.14840 2.21796  -0.401
S -1.21946 -1.58819 2.06010  0.522
O -2.26753 -2.52777 2.28961  -0.247
O -0.58730 -1.66699 0.70037  -0.409
C 0.03565 -1.86558 3.25699  -0.268
C -0.07457 -2.94490 4.12065  -0.039
C 0.88321 -3.11792 5.10459  -0.058
C 1.93006 -2.21139 5.21605  -0.054
C 2.03010 -1.14174 4.34027  -0.064
C 1.08140 -0.94957 3.33937  -0.310
P 1.24637 0.43471 2.12623  1.086
C 3.00045 0.12534 1.70009  -0.361
C 3.21331 -0.91199 0.79088  -0.112
C 4.49692 -1.35612 0.51782  -0.083
C 5.58350 -0.75812 1.14249  -0.089
C 5.38150 0.28394 2.03351  -0.080
C 4.09425 0.72430 2.31622  -0.094
C 1.24052 1.88507 3.21610  -0.363
C 1.80736 3.06898 2.75745  -0.124
C 1.71295 4.22913 3.50519  -0.068
C 1.02191 4.22292 4.70947  -0.081
C 0.42929 3.05254 5.15958  -0.078
C 0.53517 1.88447 4.41626  -0.075
H -0.91153 -3.62057 4.01657  0.116
H 0.80900 -3.95358 5.78712  0.109
H 2.67544 -2.34069 5.98984  0.109
H 2.85686 -0.44858 4.43252  0.111
H 2.35736 -1.38750 0.32014  0.099
H 4.65185 -2.16773 -0.18183  0.110
H 6.58728 -1.10142 0.92934  0.108
H 6.22869 0.75481 2.51542  0.109
H 3.94201 1.52288 3.03042  0.103
H 2.30105 3.08475 1.79704  0.068
H 2.16332 5.14306 3.13881  0.109
H 0.93705 5.13147 5.29156  0.105
H -0.11984 3.04561 6.09264  0.106
H 0.06649 0.97498 4.77172  0.109
C -2.08733 5.91634 2.99324  -0.083
C -2.81858 4.59678 3.22201  -0.162
C -3.15311 3.77626 1.97410  -0.274
C -3.90328 4.58375 0.86723  -0.137
C -3.01225 5.34064 -0.11182  -0.072
C -4.14171 2.67221 2.36188  -0.376
O -4.90516 2.73235 3.28771  0.130
N -4.17333 1.57511 1.49615  0.229
C -3.17000 1.29102 0.61180  -0.571
O -3.11980 0.18559 0.02751  -0.024
N -2.12471 2.11828 0.43301  0.084
C -1.90777 3.13148 1.37064  -0.398
O -0.78727 3.47848 1.64816  0.105
H -1.80106 6.33549 3.95886  0.074
H -2.72669 6.64958 2.49999  0.070
H -1.18296 5.77704 2.40431  0.065
H -3.75973 4.78538 3.74005  0.117
H -2.22005 3.96376 3.88160  0.116
H -4.58574 5.26196 1.38462  0.128
H -4.52891 3.89513 0.29329  0.118
H -2.40823 6.09996 0.37721  0.065
H -3.63120 5.83276 -0.86318  0.087
H -2.33435 4.66553 -0.63669  0.057
H -4.79068 0.81244 1.73744  0.176
C 3.43608 3.85709 -2.88825  -0.234
Ge 3.45562 2.79524 -1.22833  0.705
C 4.11772 4.05678 0.14143  -0.252
C 4.94707 1.53105 -1.41274  -0.228
Ge 1.14649 1.89778 -1.22702  0.849
C 1.55595 0.92806 -2.93787  -0.395
C 1.16192 1.24520 -4.23763  -0.112
C 1.46290 0.41024 -5.31132  -0.090
C 2.18406 -0.75829 -5.11433  -0.111
C 2.61242 -1.08214 -3.83252  -0.090
C 2.29535 -0.25052 -2.76809  -0.183
C 0.26443 3.61801 -1.70067  -0.375
C -0.63969 3.80071 -2.74787  -0.129
C -1.11807 5.06505 -3.07892  -0.096
C -0.70503 6.17594 -2.36096  -0.109
C 0.15251 6.00944 -1.28071  -0.092
C 0.61664 4.74473 -0.95067  -0.159
H 4.45920 4.13613 -3.14810  0.019
H 2.84525 4.76314 -2.75235  0.013
H 3.00960 3.28446 -3.71203  0.006
H 4.97419 4.56465 -0.30802  0.022
H 4.46677 3.53579 1.03256  0.000
H 3.38998 4.81580 0.42683  -0.001
H 5.54150 1.54866 -0.49908  0.005
H 5.57047 1.87459 -2.23944  0.021
H 4.64723 0.50612 -1.61583  -0.010
H 0.63381 2.16737 -4.43880  0.087
H 1.14348 0.68573 -6.30976  0.102
H 2.43370 -1.39607 -5.95360  0.097
H 3.19758 -1.97896 -3.66486  0.103
H 2.63471 -0.52199 -1.77139  0.064
H -0.98849 2.94946 -3.32120  0.072
H -1.80708 5.18163 -3.90676  0.102
H -1.06355 7.16230 -2.62699  0.102
H 0.45717 6.86641 -0.69190  0.106
H 1.27460 4.62969 -0.09674  0.069
N -1.47848 -2.42766 -6.39793  0.179
C -2.38724 -1.66558 -5.73122  -0.492
O -3.49332 -1.42459 -6.16788  0.075
C -1.93623 -1.13404 -4.39831  -0.109
C -0.92269 -1.71341 -3.64790  0.018
C -0.55073 -1.11140 -2.46096  -0.120
N -1.14435 -0.01828 -1.98262  -0.053
C -2.12448 0.53917 -2.70508  -0.100
C -2.56188 0.00339 -3.89843  0.038
H -1.73016 -2.71307 -7.32935  0.115
H -0.50329 -2.41036 -6.15320  0.088
H -0.42588 -2.62216 -3.95771  0.122
H 0.23191 -1.53772 -1.84810  0.114
H -2.58119 1.42339 -2.27915  0.116
H -3.37166 0.45215 -4.45657  0.128

Results
Calculated total energy (eV): -226120.248
Spin multiplicity: 2
Energy above the lowest of the compared OMol25 structures with the same formula, charge and spin (kJ/mol): 48.0
Kohn-Sham gap (alpha / beta) (eV): 6.97 / 6.83
Lowest unoccupied orbital energy (alpha / beta) (eV): -0.4 / -0.4
Net charge: 0

***

A cluster of 2 separate species, C47H50N4P in total at a distorted geometry, computed with ωB97M-V/def2-TZVPD.

Each line ends with the Löwdin charge.
Positions of all 102 atoms, in Å:
C -5.27644 3.00598 -2.70345  -0.053
C -3.88110 2.45163 -2.66550  -0.265
C -2.93770 2.89261 -3.59625  -0.007
C -1.62712 2.40654 -3.59200  -0.194
C -0.68401 2.90111 -4.64402  -0.038
C -1.25088 1.46016 -2.61051  -0.198
N 0.08221 0.91015 -2.57780  -0.292
P 1.42416 1.57687 -1.69878  1.008
H 1.29095 0.71798 -0.41870  -0.084
N 2.47285 0.68660 -2.77866  -0.271
C 3.85107 0.98981 -3.09882  -0.199
C 4.86078 0.30772 -2.40198  -0.211
C 4.48985 -0.67188 -1.33484  -0.055
C 6.20104 0.54259 -2.72948  -0.006
C 6.55911 1.44386 -3.73480  -0.263
C 8.00732 1.70004 -4.03624  -0.051
C 5.54464 2.08915 -4.44983  0.001
C 4.19399 1.86897 -4.15244  -0.196
C 3.14467 2.55089 -4.97209  -0.047
C 1.78929 -0.33780 -3.42081  -0.152
C 0.44262 -0.21620 -3.30420  -0.143
C -2.19180 0.99463 -1.67909  -0.208
C -1.79649 -0.04562 -0.67781  -0.045
C -3.49876 1.49229 -1.72276  -0.004
H -5.89457 2.55754 -1.92067  0.074
H -5.27370 4.09435 -2.56121  0.086
H -5.74823 2.81262 -3.67536  0.087
H -3.23962 3.62133 -4.35122  0.128
H 0.24355 2.32510 -4.68402  0.047
H -1.16656 2.83920 -5.62897  0.091
H -0.43314 3.96109 -4.49365  0.094
H 5.40435 -1.07776 -0.89552  0.080
H 3.90928 -0.20770 -0.52684  0.058
H 3.91215 -1.51765 -1.73292  0.083
H 6.97888 0.00497 -2.18774  0.120
H 8.10395 2.41908 -4.85445  0.076
H 8.53146 2.10221 -3.15985  0.087
H 8.52302 0.77464 -4.32191  0.086
H 5.81760 2.76773 -5.26109  0.119
H 3.63304 3.12309 -5.76854  0.080
H 2.47376 1.83018 -5.45719  0.082
H 2.54361 3.25843 -4.38619  0.077
H 2.33553 -1.09174 -3.96119  0.116
H -0.31559 -0.85813 -3.72181  0.118
H -2.66139 -0.27045 -0.04850  0.076
H -1.48648 -0.98354 -1.15928  0.087
H -0.98844 0.28693 -0.01624  0.046
H -4.23313 1.11615 -1.00861  0.114
C 1.30338 -6.77891 2.47408  -0.032
N 1.06540 -5.87404 1.33073  -0.128
C 0.12413 -6.37843 0.36960  -0.238
C -1.22297 -6.57607 0.71821  -0.027
C -2.13439 -7.01893 -0.24345  -0.074
C -1.69834 -7.31508 -1.53770  -0.080
C -0.34911 -7.16701 -1.87601  -0.076
C 0.56146 -6.70079 -0.92962  -0.012
C 1.07051 -4.48060 1.61014  -0.184
C 2.02914 -3.62096 1.02901  0.037
C 1.97887 -2.25850 1.24725  0.021
C 0.92888 -1.65091 2.01754  -0.167
C 0.89397 -0.22325 2.11180  0.094
C 0.10524 0.59166 2.98802  -0.174
C 0.46131 1.97495 3.14301  0.019
C -0.27793 2.83621 3.93055  0.032
C -1.39281 2.37110 4.66246  -0.181
N -2.22878 3.26437 5.38995  -0.129
C -2.22265 3.08825 6.85618  -0.031
C -3.49441 3.63923 4.81997  -0.241
C -4.59756 2.77153 4.88086  -0.025
C -5.80611 3.13845 4.28162  -0.075
C -5.93305 4.38819 3.66999  -0.082
C -4.85168 5.27525 3.64848  -0.075
C -3.63509 4.90593 4.21843  -0.011
C -1.68132 1.00012 4.62791  0.018
C -0.99185 0.15268 3.78301  0.017
C 0.05675 -2.56376 2.68029  0.019
C 0.11575 -3.92711 2.47274  0.020
H 1.93710 -6.27251 3.20235  0.094
H 0.36573 -7.08867 2.94482  0.080
H 1.81211 -7.67242 2.10442  0.096
H -1.54268 -6.34819 1.73926  0.105
H -3.18473 -7.12910 0.03264  0.108
H -2.41288 -7.66759 -2.28237  0.108
H 0.00007 -7.41245 -2.87953  0.108
H 1.62151 -6.56246 -1.16022  0.116
H 2.78705 -4.06723 0.38428  0.128
H 2.77192 -1.62319 0.85664  0.102
H 1.67343 0.30317 1.56800  0.087
H 1.35000 2.34034 2.63242  0.126
H -0.04317 3.89995 3.98301  0.129
H -2.99214 3.72440 7.29516  0.101
H -2.40362 2.04653 7.13697  0.079
H -1.24475 3.39336 7.23623  0.090
H -4.47877 1.80108 5.37116  0.107
H -6.64245 2.43710 4.30018  0.108
H -6.88067 4.67314 3.21234  0.107
H -4.95009 6.25786 3.18567  0.109
H -2.76385 5.56689 4.21251  0.116
H -2.51550 0.61821 5.22080  0.120
H -1.32530 -0.87635 3.76553  0.087
H -0.67315 -2.22837 3.40455  0.087
H -0.62154 -4.58284 2.94196  0.125

Results
Calculated total energy (eV): -64791.905
Energy above the lowest of the compared OMol25 structures with the same formula, charge and spin (kJ/mol): 1.4
Kohn-Sham gap (eV): 3.76
Lowest unoccupied orbital energy (eV): -5.3
Net charge: +1